80
Properties=species:S:1:pos:R:3:mulliken_charge:R:1 method="wB97M-V/def2-TZVPD" molar_mass_g_mol=833.95 gap_ev="4.1 / 4.1" relative_energy_kcal_mol=49.2 e_tot_ha=-2559.261716 total_charge=+2 e_lumo_ha="-0.315 / -0.315"
Ir 0.9580 -1.5053 -0.1528 0.705
S -4.3240 2.9909 -0.7798 1.281
O -0.8366 -0.5739 -0.4663 -0.675
O -0.3782 1.5684 -0.1139 -0.746
O -1.6855 -0.4155 6.0581 -0.494
O -4.4599 4.2488 -1.4167 -0.676
O -5.3025 2.4754 0.1129 -0.651
O 1.8352 3.9392 4.3197 -0.498
N 0.2593 -1.7224 1.7604 0.428
N 3.1789 -2.0807 -1.8856 -0.556
N -2.8653 2.9695 0.0684 -0.221
N 2.0912 -1.3608 -1.8971 0.505
N 1.9363 0.2452 1.0176 0.142
N 2.5786 -2.6730 0.2525 -0.128
C 0.7735 1.2262 -4.1414 -0.797
C 4.0249 -4.0850 1.5324 -0.881
C 4.9693 -4.1241 0.4954 -0.293
C -3.8847 1.7454 -2.0033 0.001
C 2.7001 -0.7691 -4.1371 -0.498
C 3.4886 -2.7330 -0.7868 0.270
C -3.2698 -0.1075 -3.9410 0.843
C -0.5417 -2.7341 2.0916 -0.668
C -1.8366 -1.6802 5.4790 -0.689
C 2.8986 3.5805 3.4812 -0.912
C -2.7338 2.1112 1.1987 -1.357
C 1.6264 1.4884 3.0025 -0.494
C -1.0782 0.5811 0.0370 1.460
C -2.8282 1.2112 -4.0603 -0.703
C -1.2378 -2.7791 3.2813 -0.917
C 0.8764 0.3966 -3.0458 0.281
C 2.7779 1.1557 0.5684 -0.359
C -4.3364 0.4474 -1.8470 -0.570
C 2.8708 -3.3569 1.3664 0.069
C -1.0954 -1.7229 4.1809 -0.089
C 1.3469 0.3821 2.2124 0.621
C 2.5756 0.0594 -5.2224 -0.723
C 0.4353 -0.6998 2.6208 0.038
C 2.5401 2.4416 2.5599 0.341
C -4.0316 -0.4762 -2.8279 -0.725
C 4.6970 -3.4568 -0.6680 -0.608
C -2.3703 0.6549 0.8630 0.253
C 1.6176 1.0689 -5.2367 -0.717
C -3.1127 2.1407 -3.0772 -0.649
C 3.1229 2.2726 1.3097 -0.998
C -2.9531 -1.1192 -4.9822 -1.566
C 1.8660 -0.5970 -3.0084 0.492
C -0.2339 -0.6866 3.8376 -0.236
H 1.5338 1.7277 -6.0861 0.468
H 1.3481 4.6845 3.9525 0.319
H 3.8268 2.9852 0.9144 0.497
H -1.8855 -3.6126 3.4932 0.526
H 3.6967 3.2116 4.1412 0.264
H -2.4199 -0.6758 -5.8168 0.373
H -1.9499 2.5232 1.8412 0.332
H -2.8117 3.1732 -3.1619 0.492
H -2.2149 0.1057 1.7941 0.006
H 3.1928 0.9812 -0.4127 0.511
H -2.3541 -1.9286 -4.5659 0.301
H 1.1657 1.6422 3.9654 0.625
H -2.8939 -1.9132 5.2867 0.367
H 0.2285 0.5322 -2.1938 0.319
H -0.1181 0.1253 4.5368 0.774
H -0.6334 -3.5315 1.3676 0.535
H 3.2958 4.4229 2.9084 0.440
H -2.2805 1.5097 -4.9410 0.530
H 5.8926 -4.6663 0.6246 0.456
H -3.8781 -1.5621 -5.3468 0.399
H -1.4384 -2.4765 6.1279 0.365
H -3.6972 2.1335 1.7120 0.535
H 4.1911 -4.6181 2.4532 0.450
H 0.0457 2.0218 -4.1372 0.623
H -2.1462 -0.3850 6.9029 0.343
H -4.4019 -1.4877 -2.7542 0.490
H 2.1497 -3.3132 2.1686 0.457
H 3.4310 -1.5620 -4.1016 0.496
H 3.2396 -0.0681 -6.0631 0.421
H -2.0101 3.1857 -0.4247 0.311
H -4.9587 0.1998 -1.0005 0.730
H -3.1649 0.1476 0.3163 0.096
H 5.3704 -3.4543 -1.5107 0.510

81
Properties=species:S:1:pos:R:3:mulliken_charge:R:1 method="wB97M-V/def2-TZVPD" molar_mass_g_mol=863.42 gap_ev="6.6 / 5.9" relative_energy_kcal_mol=21.8 e_tot_ha=-8949.439705 spin_multiplicity=2 total_charge=0 e_lumo_ha="-0.032 / -0.058"
As -4.6548 -2.1254 0.1908 0.387
Ge 1.1018 -1.4838 0.3232 2.109
Co -1.2234 -0.7526 0.2688 -1.366
S -3.1202 -3.7436 0.3267 -0.264
S -1.4421 -2.8499 -0.4873 0.015
S -5.5363 -1.9904 -1.7080 -0.342
S -3.5244 -0.4244 0.8575 -0.190
N -0.7465 1.5525 -3.4730 0.073
N 0.5468 -0.1699 -2.6217 -0.053
N -1.6261 0.1142 -1.7066 1.074
N -2.4344 -0.0892 -4.0306 0.022
N -0.7782 1.0459 0.9040 2.471
N -3.0260 1.8728 -2.7753 0.088
N -1.2300 -1.1695 2.1531 0.673
C 1.8065 -1.7275 3.1770 0.338
C -1.8026 2.5265 -3.2175 -0.641
C 2.1029 -2.4006 4.3520 -0.856
C -1.4659 -0.1481 4.2936 -0.529
C -1.2895 -0.0687 2.9269 0.952
C -0.4362 2.0970 0.1378 -0.194
C 3.9084 1.6919 0.9192 -0.745
C -1.0075 3.5597 1.9520 -1.687
C 1.6013 -3.8125 2.0225 -0.143
C -2.1428 -0.8072 -2.8047 -0.212
C -2.7521 1.1368 -1.5680 -1.344
C 2.1408 -3.7896 4.3662 -0.464
C 0.2635 1.7726 -1.1608 1.763
C 1.5373 -2.4206 1.9971 -0.457
C -1.5332 -2.5220 4.0800 -0.983
C -1.3413 -2.3676 2.7169 -0.398
C 2.4134 1.3778 -3.1238 -0.862
C 1.8962 -4.4946 3.1973 -0.774
C 0.9635 2.9135 -1.8217 -0.996
C -1.2539 2.4613 2.7553 -0.870
C 4.9257 0.0836 -0.5401 -0.723
C -3.4699 0.9100 -3.7855 -0.734
C -1.1198 1.2035 2.1931 -0.562
C 2.7507 0.9278 0.9444 0.840
C 4.9999 1.2707 0.1726 -0.623
C -1.2403 0.6116 -4.4891 -0.719
C 2.6469 -0.2565 0.2136 0.165
C 1.9406 2.6820 -2.7035 -1.030
C 3.7590 -0.6677 -0.5193 -0.977
C 1.8202 0.1710 -3.0164 -0.809
C -0.4226 0.8223 -2.2503 1.107
C -1.5977 -1.3991 4.8796 -0.961
C -0.5722 3.3809 0.6497 -0.690
H 1.0563 1.1120 -0.8036 -1.846
H -0.4615 -0.1024 -4.7406 0.399
H -1.6202 -3.5176 4.4895 0.525
H -1.4909 1.1892 -5.3802 0.425
H -1.1262 4.5590 2.3492 0.458
H -4.3749 0.4179 -3.4279 0.330
H 1.7905 -0.6421 3.1857 0.269
H 1.9092 1.2786 1.5361 -0.042
H -1.2803 -3.2135 2.0496 0.330
H 0.4407 -1.0810 -2.1988 0.412
H -3.0474 -1.2707 -2.4192 -0.271
H 5.7768 -0.2565 -1.1171 0.419
H -1.4784 3.2339 -2.4512 0.467
H 2.3082 -1.8432 5.2580 0.429
H -3.6869 1.4353 -4.7172 0.314
H -1.4990 0.7482 4.8949 0.460
H 3.9595 2.6151 1.4829 0.439
H 0.6784 3.9365 -1.6187 0.194
H -1.9930 3.0846 -4.1353 0.336
H -0.3207 4.2379 0.0459 0.617
H 1.4237 -2.5167 -0.7877 -0.308
H -3.6361 0.5728 -1.2948 0.848
H -2.5287 1.8258 -0.7595 0.149
H -1.4170 -1.5890 -2.9976 0.387
H 5.9052 1.8638 0.1513 0.388
H 1.9365 -5.5768 3.1979 0.417
H 3.4009 1.3523 -3.5673 0.426
H 1.4016 -4.3752 1.1170 0.353
H 3.7179 -1.5951 -1.0808 0.440
H 2.4514 3.5358 -3.1344 0.440
H -1.7418 -1.4878 5.9479 0.442
H 2.3716 -4.3177 5.2828 0.409
H 2.3986 -0.6983 -3.3080 0.547
H -1.5593 2.5799 3.7836 0.516

84
Properties=species:S:1:pos:R:3:mulliken_charge:R:1 method="wB97M-V/def2-TZVPD" molar_mass_g_mol=885.47 gap_ev="5.0 / 5.1" e_tot_ha=-2746.979869 spin_multiplicity=2 total_charge=+2 e_lumo_ha="-0.335 / -0.330"
Ir -1.1587 -0.6709 -0.1308 0.732
P 2.1076 0.6147 -0.6298 1.390
F -2.8300 3.3397 -0.2353 -0.240
F -1.0042 2.0652 -0.7141 -0.072
F 0.8081 -4.6869 -0.0788 -0.265
F 1.2548 -2.6385 -0.9718 -0.074
O -0.9206 -3.4543 -1.0259 -0.576
O 0.2635 -2.8392 1.1548 -0.340
O -3.1293 1.1627 -1.0325 -0.491
O -2.2074 1.7320 1.2638 -0.619
N -1.9513 0.4239 1.6308 0.966
N 0.6787 -0.0282 -0.7154 0.367
N -2.4948 0.0293 -1.3486 0.732
N -1.4808 -2.2887 -1.2962 0.635
N -0.1906 -1.5940 1.2895 0.695
C 3.2000 0.0548 -4.5071 -0.800
C -4.2607 0.8945 2.3618 -0.829
C -0.6787 1.2595 3.6266 -1.768
C -3.2372 -0.1886 2.2198 0.708
C 1.9448 2.4350 -0.4616 0.622
C -2.8536 -0.7337 -2.3494 0.793
C 3.3189 0.7019 1.9245 -0.355
C 2.2984 4.6523 -1.2610 -0.769
C 2.4537 0.3020 -3.3656 -0.639
C -2.1837 -2.0290 -2.3703 0.106
C 1.5857 5.1487 -0.1824 -0.920
C 5.1772 -0.2508 -3.1719 -0.870
C 4.4705 -1.1912 2.8628 -0.588
C -0.0824 -0.9042 2.4306 0.493
C -5.6245 -0.0427 0.5988 -0.694
C 4.1958 -1.9360 1.7268 -1.038
C 3.4624 -1.3774 0.6944 -0.195
C -2.3038 -3.0126 -3.4727 -1.641
C 4.5552 -0.2183 -4.4089 -0.544
C 0.7950 -1.3825 3.5368 -1.634
C -3.0821 -2.5409 1.4338 -1.315
C 4.0420 0.1233 2.9569 -0.818
C -5.3590 0.9551 1.5824 -0.592
C -4.8261 -1.1379 0.4853 -0.666
C -3.6947 -1.3381 1.3478 0.658
C -0.8375 0.2663 2.5354 -0.507
C 1.2329 2.9224 0.6286 -0.185
C -3.8964 -0.3352 -3.3263 -2.030
C 3.0898 0.2729 -2.1313 0.131
C 2.4687 3.2858 -1.4198 -0.841
C 3.0376 -0.0556 0.7956 0.389
C 4.4468 0.0061 -2.0227 -0.309
C 1.0637 4.2890 0.7701 -0.881
B -2.2898 2.1228 -0.1893 0.767
B 0.3971 -3.4349 -0.2426 0.680
H 4.9427 -0.0004 -1.0634 0.527
H -1.1459 0.9120 4.5527 0.357
H -5.0522 -1.9211 -0.2248 0.551
H -2.3307 -2.7582 2.1734 0.247
H 0.5058 4.6736 1.6115 0.491
H -3.4110 -3.3782 0.8417 0.383
H 1.3390 -2.2646 3.2120 0.424
H -3.4934 -0.3080 -4.3373 0.509
H 0.1974 -1.6401 4.4107 0.409
H -4.7220 -1.0457 -3.3195 0.377
H 5.1350 -0.4035 -5.3013 0.436
H 4.5419 -2.9550 1.6412 0.474
H -1.3079 -3.3555 -3.7588 0.363
H 6.2319 -0.4657 -3.0917 0.465
H -2.9713 -0.5743 3.2102 0.543
H 0.7927 2.2378 1.3376 0.430
H 0.3705 1.4390 3.8524 0.494
H 1.5041 -0.6133 3.8325 0.413
H 5.0189 -1.6378 3.6786 0.435
H -4.0641 1.6541 3.1008 0.435
H 1.4176 6.2118 -0.0951 0.441
H 2.7162 0.0641 -5.4731 0.445
H -2.8315 -3.9019 -3.1278 0.325
H -2.8137 -2.6026 -4.3367 0.478
H 3.0118 1.7358 1.9938 0.540
H -6.0629 1.7654 1.6892 0.441
H 1.3928 0.4970 -3.4219 0.421
H 4.2760 0.7092 3.8344 0.461
H -1.1542 2.1954 3.3347 0.382
H 3.0155 2.9046 -2.2669 0.480
H -4.2718 0.6552 -3.0725 0.410
H 3.2281 -1.9612 -0.1802 0.702
H 2.7160 5.3227 -1.9957 0.462
H -6.4917 0.0605 -0.0370 0.489

81
Properties=species:S:1:pos:R:3:mulliken_charge:R:1 method="wB97M-V/def2-TZVPD" molar_mass_g_mol=911.85 gap_ev=3.8 relative_energy_kcal_mol=45.2 e_tot_ha=-5126.609588 total_charge=+2 e_lumo_ha=-0.297
Pb -0.0619 -0.2550 1.2506 1.267
Br 4.5913 1.1198 -4.6016 0.158
S 3.0221 -0.4073 -1.2108 1.485
O 2.4450 0.8362 -1.6387 -0.678
O -0.3345 -1.0713 -3.2136 -0.514
O 2.0041 -1.3605 -0.5343 -0.598
O 3.6947 -1.1976 -2.2837 -0.742
N -1.2497 1.4544 -2.7265 0.245
N 7.6886 0.9502 2.5763 -0.551
N 0.5949 -2.7197 1.0434 0.242
N -1.5602 -1.2381 -0.2436 0.463
N -1.1411 -1.7918 3.0152 0.264
N -2.6007 0.3421 2.0631 0.164
N -1.5106 2.5885 -0.1998 -0.056
C 4.2498 0.0756 0.0271 -0.108
C 0.5341 -0.5563 -3.8342 0.357
C 2.6855 -0.9347 -4.8832 -0.545
C -0.0903 -3.2698 -0.1542 -0.912
C -3.6364 3.6646 -0.9644 1.057
C -2.1225 -3.1893 5.2293 -0.511
C 0.7343 0.9260 -3.9713 0.507
C -0.4267 1.8280 -3.6046 -0.808
C -4.6071 3.8258 -1.9650 -0.974
C 5.2679 -0.8398 0.2923 -0.777
C -1.5493 -2.6786 -0.3531 -0.829
C 6.2685 -0.5693 1.0832 -0.399
C 2.8742 0.4577 -4.7171 0.260
C -2.4894 2.8178 -1.1953 0.448
C -2.9767 -0.7069 -0.1703 -0.391
C 5.4611 1.6423 1.4861 -0.367
C -2.6133 0.0755 3.4952 -1.058
C 1.8485 1.3438 -4.5276 -0.753
C -1.1388 -3.7280 4.3495 -0.782
C 6.5448 0.6583 1.8268 0.273
C 1.5923 -1.4414 -4.4644 -0.235
C -3.4548 -0.5340 1.2770 -0.700
C -2.1392 -1.2939 3.8249 0.665
C -3.1784 2.6949 -3.5581 -0.446
C -3.8173 4.2584 0.2855 -0.684
C 0.3935 -3.5212 2.2984 -1.494
C 4.3963 1.3150 0.6761 -0.253
C -2.3507 2.2853 -2.5217 -0.276
C -4.3793 3.4343 -3.2734 -0.702
C -1.6545 3.3258 0.9091 -0.635
C -0.6248 -3.0022 3.2872 0.608
C -2.6496 -1.9631 4.9260 -0.991
C -2.7711 4.1650 1.1750 -0.342
H -3.5212 -1.5331 1.7692 0.420
H -0.9788 3.2316 1.7650 0.346
H -3.4413 -1.5382 5.5282 0.467
H 8.3547 0.1872 2.6899 0.264
H -4.6828 4.8801 0.5386 0.447
H 5.4391 2.7284 1.7351 0.300
H 1.4617 -2.4602 -4.4265 0.572
H 3.5509 -1.5464 -5.1326 0.417
H -3.5719 -1.3807 -0.7672 0.461
H 1.4498 -3.6398 2.6580 0.432
H -3.6157 0.2254 3.9181 0.427
H -2.6827 1.2881 1.7457 -0.125
H 2.0815 2.3163 -4.8083 0.670
H -2.2698 -3.0214 0.3448 0.622
H 6.9930 -1.3372 1.2750 0.264
H -4.5087 -0.0604 1.1794 0.431
H -2.8725 4.7435 2.1417 0.345
H -0.7778 -4.7281 4.4969 0.473
H -4.9693 3.7825 -4.1028 0.431
H 0.0749 -4.4690 2.0443 0.543
H 1.5766 -2.6686 0.8422 0.255
H -3.1025 2.3501 -4.5931 0.478
H 3.6825 2.1513 0.5180 0.319
H -2.9365 0.2734 -0.6726 -0.114
H -1.2022 -0.8421 -1.1900 -0.020
H -1.9794 0.8379 3.8932 0.400
H -0.0971 -4.4178 0.0016 0.391
H -5.4773 4.4565 -1.8077 0.357
H -0.5097 2.7326 -4.1379 0.649
H 5.2807 -1.8392 -0.1740 0.327
H -1.8481 -3.0491 -1.3690 0.367
H -2.5647 -3.7934 6.0236 0.420
H 7.3642 1.3647 3.4836 0.278
H 0.5380 -3.0402 -0.9970 0.331